Entry 1:
{
  "formula": "C29H48BN8SbSe4Ti",
  "method": "ωB97M-V/def2-TZVPD",
  "symbols": ["C", "C", "C", "H", "H", "H", "H", "C", "C", "H", "H", "C", "C", "Se", "H", "N", "H", "H", "H", "H", "H", "H", "H", "Se", "H", "H", "H", "C", "C", "H", "H", "C", "H", "H", "C", "C", "H", "B", "C", "C", "N", "C", "H", "H", "C", "N", "H", "H", "Se", "H", "C", "H", "H", "H", "H", "N", "C", "H", "Sb", "N", "H", "N", "C", "C", "C", "C", "Ti", "H", "H", "H", "H", "H", "H", "H", "H", "C", "C", "H", "H", "H", "H", "C", "H", "C", "H", "C", "C", "H", "N", "N", "Se", "C"],
  "positions_angstrom": [[-1.04380, 3.89696, 2.99813], [-3.20497, 3.58976, 1.78219], [-1.70803, 3.21837, 1.79370], [-1.24782, 4.76765, 0.38381], [1.56539, -4.91746, -0.17197], [-0.79044, 3.05926, -4.09024], [-1.27991, -4.65598, 1.97561], [2.95163, 2.96255, 3.68232], [2.57904, 0.37082, 3.56442], [0.07306, -0.54360, -4.74757], [-0.00430, 3.53156, 0.43829], [3.72899, -3.78639, -1.20494], [1.59663, -2.73693, -0.48820], [2.74034, 4.28998, -3.66802], [0.88042, 0.45498, -3.53635], [-1.28989, -0.19651, -1.58052], [2.33031, 3.31511, 4.50663], [-3.31157, 4.67044, 1.68875], [-3.69715, 3.27743, 2.70273], [3.15585, 0.01809, 4.40062], [-1.53944, 3.20099, -0.37417], [1.15486, -2.33644, 1.97219], [4.74054, -1.35482, -0.58590], [1.73810, 1.51925, -1.18127], [2.46762, -2.37593, 3.15196], [-3.77296, -3.41370, -1.23046], [-2.63355, -2.34786, 0.84272], [-1.16041, 2.38619, -3.31493], [-1.99107, 0.95752, 3.05735], [-4.73039, -2.11196, -0.53018], [-2.15496, 2.72683, -3.02043], [0.14750, 0.46565, -4.33919], [3.19251, -4.50044, -1.82950], [-1.14231, 4.97853, 2.90511], [2.95924, -2.46751, -1.07504], [-3.12733, -1.44777, -1.79277], [0.51355, 1.12437, -5.12934], [-1.77937, -1.63720, 0.41627], [-2.15777, 0.97981, -5.08889], [-0.21571, -3.73859, 0.36247], [-1.40171, 0.88500, 0.91405], [1.54453, -1.87173, 2.86857], [0.83127, -2.03032, 3.67977], [-2.28342, 1.32237, 4.02753], [-1.19479, -4.73152, 0.89051], [-2.13486, -1.09592, -0.96950], [3.74733, -1.42201, -2.79841], [-4.90126, -2.51253, -2.24180], [4.65769, 3.95927, 0.40039], [1.31560, 2.41588, 1.52993], [-1.65236, 1.71875, 1.93595], [-2.18851, -4.59173, 0.47131], [-1.43033, -2.32035, 3.40225], [2.52036, -2.62945, -3.19733], [3.90474, -1.99626, 0.82753], [0.65323, -1.78776, -0.24748], [2.42163, 1.67397, 3.14416], [-2.36309, -1.31145, 4.51975], [3.67768, 3.27924, -1.61444], [-1.57594, -0.40599, 1.37088], [-1.51776, 3.60118, 3.93318], [1.60463, 1.63186, 2.08867], [-1.79493, 0.01982, -2.82319], [2.79854, -1.85723, -2.47886], [1.79678, -0.40766, 2.71146], [-2.23101, -1.58393, 3.47561], [0.21432, 0.18866, -0.17187], [4.69233, -3.59120, -1.67537], [-0.49884, 2.46735, -2.45543], [-2.23290, -0.00119, -5.55836], [3.92058, -4.24031, -0.23226], [0.01713, 3.65537, 3.07046], [3.26557, -0.57373, -0.01102], [-0.85356, -5.73530, 0.64979], [-1.74761, 1.66894, -5.82697], [-1.22933, 0.95720, -3.86921], [-2.94524, -0.75065, -2.97498], [-3.14763, -2.06090, 3.12651], [3.95969, 2.82315, 4.06720], [-3.57886, -0.80605, -3.84090], [-3.71752, 3.11846, 0.94266], [3.75703, -1.53615, -0.15080], [2.03620, -1.08078, -2.51501], [-1.92312, -0.36664, 2.68070], [-3.15868, 1.32521, -4.83050], [-4.19156, -2.42610, -1.42311], [-1.08604, 3.69399, 0.48613], [2.97539, 3.73701, 2.91688], [1.18351, 0.36654, 1.79233], [-0.45081, -2.42594, 0.28427], [4.32619, 2.41014, -3.84133], [1.07730, -3.96159, -0.10572]],
  "mulliken_charge": [-1.46, -1.84, 2.31, 0.55, 0.75, 0.49, 0.28, -1.70, -1.53, 0.37, 0.10, -2.29, -0.56, -0.19, -0.12, 1.70, 0.29, 0.49, 0.38, 0.62, 0.24, 0.13, 0.54, -0.28, 0.51, 0.25, -0.09, -1.27, -0.79, 0.30, 0.34, -1.16, 0.48, 0.47, 2.17, 0.42, 0.48, -0.58, -2.34, 0.34, -0.26, -1.24, 0.37, 0.62, -1.40, 0.43, 0.42, 0.43, -0.29, -0.47, -0.14, 0.21, 0.14, 0.41, 0.22, 1.04, 0.91, 0.43, 0.87, 1.35, 0.39, 0.37, -0.75, -1.36, 0.09, -1.48, -0.55, 0.44, -0.05, 0.43, 0.44, 0.09, -0.09, 0.46, 0.43, 2.13, -0.90, 0.30, 0.43, 0.73, 0.38, -1.20, 0.07, 0.01, 0.46, -1.45, -1.84, 0.29, 1.66, 0.53, -0.17, -1.10],
  "fmax_ha_per_bohr": 0.012,
  "e_above_lowest_kj_mol": 4.8,
  "charge": 2,
  "homo_ev": -13.81,
  "e_tot_ev": -334479.5481
}

Entry 2:
{
  "formula": "C29H48BO14S",
  "method": "ωB97M-V/def2-TZVPD",
  "symbols": ["H", "C", "C", "O", "C", "H", "C", "H", "C", "H", "H", "H", "O", "C", "H", "H", "O", "H", "H", "C", "H", "H", "H", "C", "O", "H", "O", "H", "C", "C", "O", "C", "H", "H", "H", "C", "H", "H", "H", "C", "H", "C", "H", "O", "H", "H", "H", "H", "B", "C", "C", "C", "H", "C", "C", "C", "H", "C", "H", "H", "O", "O", "H", "H", "H", "H", "C", "C", "H", "C", "O", "H", "O", "O", "C", "H", "H", "H", "H", "C", "S", "H", "O", "H", "H", "H", "O", "C", "H", "H", "H", "C", "C"],
  "positions_angstrom": [[1.73414, -6.57621, 1.26239], [4.96973, -3.16751, 7.67484], [-0.20875, -3.14945, -6.08020], [-3.68654, 9.00406, -3.25413], [-1.46993, -2.39362, -5.68322], [-2.70932, 5.18331, 0.70023], [-3.01791, 4.28644, 1.25397], [-1.93725, 9.35239, 0.21901], [-3.34986, 10.93697, -0.29738], [-1.32994, 0.47405, 0.84942], [-3.64066, 11.01038, 0.74804], [-1.12671, 4.10436, -3.27163], [0.41523, 0.13795, 3.88809], [-2.03690, 10.18169, -0.48448], [0.77783, -6.31561, 2.72266], [-3.95631, 6.73129, -2.83400], [4.55414, -3.97619, 2.13406], [3.49103, -6.03446, -2.24833], [0.80634, -4.81744, -3.02181], [5.24460, -2.57817, 6.29455], [3.91916, -2.90353, 4.54446], [1.92738, 0.13319, 1.35459], [-2.90961, -3.51018, -6.88898], [2.59810, -6.04061, -2.87563], [0.19989, -5.51615, -5.58173], [-3.55705, 3.63897, 0.56288], [0.84215, -5.95893, -1.31388], [4.55582, -2.42241, 8.35922], [-3.96888, 5.79054, -3.38461], [-3.39180, 9.52703, -2.21825], [-1.88015, -4.70963, -5.57084], [-1.79662, 3.58484, 1.84101], [3.22219, -1.89254, 5.80513], [-0.01329, -3.11246, -7.15476], [-2.75478, 4.85419, -4.90366], [1.20041, -4.50599, 1.57559], [2.87355, -5.72915, -3.88082], [2.68888, -5.30064, 3.86697], [1.91679, -4.27200, -1.73780], [1.56307, -5.89481, 2.09840], [3.60246, -6.41503, 2.83532], [-0.54141, -4.58706, -5.72577], [-2.12796, 6.43322, -4.40367], [2.47394, -3.86996, 1.32762], [-1.40570, -0.99745, 3.14723], [-1.34861, 4.21747, 2.61495], [2.30213, -0.57999, 4.25571], [-3.38415, -3.37793, -5.18207], [-0.42939, -0.35896, 2.75744], [1.76247, 0.02603, 3.51408], [3.29352, -3.93813, 6.31624], [1.52848, -5.13907, -2.26829], [-3.25783, 11.94609, -0.70197], [1.91624, -7.40282, -2.80668], [-1.86286, 4.83178, -2.93742], [-2.54034, -3.46625, -5.86133], [0.65842, -4.51289, 0.63624], [-2.62797, 5.53141, -4.05686], [-4.82898, 5.79362, -4.04894], [2.25906, 1.01256, 3.49251], [-2.10343, 9.63570, -1.81361], [0.46891, -8.13344, -0.96177], [-4.73963, 9.27772, -0.60805], [-5.10893, 10.66903, -1.62735], [-3.70926, 4.61005, 2.03701], [-1.41252, -2.09997, -4.63455], [-0.91032, 0.87774, 1.77755], [-4.08155, 4.66653, -2.37291], [0.69671, -2.84295, -5.56203], [3.89060, -2.73592, 5.61997], [3.97783, -4.18567, 7.46654], [-1.66789, -1.50438, -6.27742], [2.36745, -4.61279, 5.96978], [0.51603, -1.25934, 1.99236], [2.86737, -5.61338, 2.83510], [-1.03826, 3.43520, 1.07142], [-1.37388, 5.54963, -2.27336], [5.99237, -3.18048, 5.77564], [2.56089, -1.38472, 2.01099], [0.99912, -7.27231, -1.60138], [-2.14617, 1.94973, 2.55652], [1.28880, -7.59388, -3.68049], [-2.85299, 4.12729, -2.17642], [2.58298, -8.25034, -2.66612], [-0.05181, 1.51017, 1.52303], [5.60301, -1.55210, 6.34361], [-5.05026, 4.28514, -1.78433], [1.76562, -0.63905, 2.13004], [0.65768, -3.90035, 2.30261], [5.83011, -3.64174, 8.14313], [-1.14664, 10.80322, -0.43143], [3.42910, -4.40995, 2.09890], [-4.30071, 10.11501, -1.15668]],
  "mulliken_charge": [-0.04, -0.42, -0.41, -0.61, -0.46, 0.15, -0.90, 0.27, -0.46, 0.33, 0.33, 0.31, -0.71, -0.41, 0.44, -0.31, -0.70, 0.30, -0.11, -0.70, 0.03, 0.15, 0.26, -0.55, -0.60, 0.30, -0.31, 0.24, 0.08, 0.58, -0.36, -0.38, -0.02, 0.28, 0.26, -0.28, 0.32, -0.22, 0.29, -0.37, 0.38, 0.58, 0.32, -0.35, -0.30, 0.26, -0.65, 0.32, 0.49, 0.66, 0.43, 0.10, 0.25, -0.38, -0.42, -0.46, 0.38, -0.48, 0.36, 0.26, -0.36, -0.62, 0.25, 0.34, 0.36, 0.27, -0.55, 0.52, 0.28, 0.37, -0.39, 0.31, -0.62, -0.38, 0.07, 0.24, 0.22, 0.29, 0.23, 0.43, -0.22, 0.20, -0.29, 0.33, 0.08, 0.32, -0.59, -0.31, 0.19, 0.35, 0.29, 0.49, -0.47],
  "fmax_ha_per_bohr": 0.008,
  "charge": -1,
  "homo_ev": -4.00,
  "e_tot_ev": -71032.3549
}

One value per record, in order, for frontier orbital gap: 6.276, 5.829 eV.